DFT (ωB97M-V/def2-TZVPD) results for a structure of composition C4H8P2.

CARTESIAN COORDINATES (ANGSTROEM)
1 P -0.092 -1.433 -0.155
2 C 1.156 -0.014 -0.390
3 H -3.089 0.708 0.799
4 H -0.665 1.682 -1.245
5 H -2.854 -1.086 0.490
6 H 2.905 -0.910 -0.058
7 H 1.578 -0.114 -1.412
8 H 3.204 0.653 0.416
9 H -3.088 0.032 -0.691
10 C -1.182 -0.072 0.056
11 C 2.455 -0.149 0.440
12 P -0.086 1.262 0.084
13 C -2.639 -0.077 0.224
14 H 2.398 -0.480 1.441

Atoms 1-6, force components in eV/Å:
-1.028 2.279 0.368
1.384 -0.682 -0.010
0.072 0.149 0.954
0.997 0.164 1.039
-0.944 -0.584 0.870
1.823 -2.542 -1.271

Relative energy (zero: lowest compared OMol25 entry of this formula, charge and spin) = 41.1 kcal per mole
Kohn-Sham gap = 8.5 eV
Total energy = -839.8200 hartree